349
Properties=species:S:1:pos:R:3:mulliken_charge:R:1 method="wB97M-V/def2-TZVPD" orbital_gap_ev=8.18 e_lumo_ev=0.29 total_energy_ha=-7014.47810 max_force_ev_per_a=8.48 homo_ha=-0.2900
C -7.31755 5.87671 -0.11898 -1.399
C -6.00658 6.80208 -0.22779 0.615
C -5.44792 6.67073 -1.63752 -0.978
O -4.91770 5.36449 -1.75096 0.081
C -4.59771 4.75368 -3.01530 -0.079
N -6.42484 8.18294 -0.08778 -0.794
H -7.76541 5.73865 0.86512 0.439
H -6.99585 4.85988 -0.34405 0.138
H -8.05175 6.23002 -0.84302 0.352
H -5.33882 6.54469 0.59437 0.271
H -4.60134 7.32937 -1.83147 0.349
H -6.18578 6.73638 -2.43711 0.238
H -3.93730 5.31951 -3.67241 0.253
H -5.54247 4.62909 -3.54446 0.311
H -3.99995 3.88464 -2.74045 -0.697
H -5.63809 8.68226 0.30185 0.274
H -7.06777 8.19825 0.69101 0.296
C -1.31922 5.69303 5.15630 -1.738
C 0.15473 5.33960 4.77358 0.776
C 0.99640 4.93717 6.01407 -0.909
O 2.34079 5.36522 6.02079 -0.356
C 2.54539 6.69946 6.52201 -0.899
N 0.19184 4.50645 3.65200 -0.234
H -1.86134 6.13238 4.31893 0.352
H -1.25612 6.40445 5.97970 0.493
H -1.98882 4.83974 5.26413 0.319
H 0.54056 6.33735 4.56445 0.021
H 1.20889 3.87052 6.08619 0.219
H 0.58627 5.13738 7.00392 0.490
H 1.99753 7.47878 5.99229 0.325
H 3.59933 6.85280 6.29005 0.286
H 2.39314 6.82166 7.59439 0.317
H 0.41669 3.56395 3.93704 0.205
H 1.06915 4.60483 3.16134 -0.188
C 4.06772 0.27514 4.97229 -0.666
C 4.69760 1.44795 5.84493 1.016
C 5.35132 0.97183 7.12073 -1.275
O 6.15980 -0.17675 6.83281 0.105
C 6.98301 -0.60313 7.94986 -1.000
N 5.68845 1.97233 5.01048 -0.588
H 4.63529 -0.63715 4.78872 -0.272
H 3.74286 0.57742 3.97671 0.183
H 3.18279 -0.08572 5.49649 0.388
H 3.96291 2.23329 6.02260 -0.012
H 4.65511 0.62884 7.88606 0.467
H 5.95850 1.72189 7.62753 0.479
H 7.66977 0.12443 8.38244 0.368
H 7.65882 -1.42158 7.70179 0.168
H 6.30974 -1.04957 8.68163 0.371
H 6.22626 1.22710 4.59158 -0.296
H 6.45103 2.45453 5.46442 0.213
C 1.79171 0.08134 1.03643 -1.110
C 0.68508 -0.70657 0.32278 1.517
C -0.00573 -0.06345 -1.00443 -0.028
O -0.90497 1.11834 -0.90129 0.640
C -1.48313 1.60961 -2.10825 0.974
N 1.21427 -1.97894 -0.08539 0.656
H 2.57240 0.34884 0.32434 0.008
H 2.20451 -0.32018 1.96188 0.148
H 1.31200 1.05305 1.15382 0.535
H -0.19756 -0.88764 0.93618 -1.054
H -0.41371 -0.90786 -1.55997 0.053
H 0.80070 0.07598 -1.72437 -0.494
H -1.99516 0.84310 -2.68996 -0.101
H -0.74323 2.22240 -2.62317 0.181
H -2.37163 2.20758 -1.90551 -1.211
H 1.84311 -2.30193 0.63595 -0.539
H 1.78340 -1.92297 -0.91789 -0.101
C 0.79280 -5.78786 -6.38679 -1.469
C 1.05349 -4.59696 -5.45652 0.308
C 0.32457 -3.24344 -5.86366 -0.485
O 0.55317 -2.30102 -4.85579 0.190
C 1.18847 -1.12259 -5.22913 -1.043
N 0.37891 -4.76496 -4.10342 -0.625
H -0.24164 -6.06653 -6.58775 -0.037
H 1.19884 -6.65938 -5.87328 0.442
H 1.36157 -5.70121 -7.31258 0.460
H 2.13139 -4.49038 -5.33462 0.405
H -0.73067 -3.48818 -5.98484 -0.313
H 0.61639 -2.87370 -6.84663 0.569
H 1.97808 -1.23502 -5.97209 0.447
H 1.54907 -0.61978 -4.33177 -0.061
H 0.41674 -0.47212 -5.64075 0.472
H -0.62655 -4.68240 -4.15179 0.035
H 0.71615 -3.91897 -3.66677 0.214
C -6.68364 -4.66517 6.96225 -0.806
O -6.18700 -3.83132 5.93195 -0.329
C -6.43312 -4.27625 4.57501 -0.819
C -5.93210 -3.20520 3.60000 -0.375
N -4.45101 -3.27934 3.46997 0.095
C -3.80998 -2.34278 2.50819 -0.051
C -2.39492 -2.22699 2.84603 0.334
O -2.21549 -1.44484 4.04654 -0.226
C -2.73969 -0.16426 4.08453 -0.650
H -6.10947 -5.59161 6.97396 0.313
H -7.75410 -4.86785 6.92863 0.284
H -6.45377 -4.05855 7.83819 0.261
H -7.51319 -4.32835 4.43783 0.263
H -6.14134 -5.31634 4.42946 0.482
H -6.28514 -2.24864 3.98529 0.178
H -6.29347 -3.26169 2.57320 0.436
H -4.10047 -3.25295 4.41682 0.138
H -4.27653 -1.37572 2.69584 -0.472
H -4.05619 -2.53235 1.46342 0.330
H -1.97549 -1.54243 2.10876 -0.156
H -1.88776 -3.18734 2.75325 0.119
H -3.12870 0.12781 3.10910 -0.111
H -1.92625 0.47088 4.43527 0.426
H -3.61674 -0.12789 4.73071 0.275
C -9.77370 -2.01296 4.17214 -0.893
O -8.65910 -1.24561 3.70861 -0.176
C -8.70836 0.12750 3.95203 -0.802
C -7.41229 0.74949 3.60160 -0.377
N -6.89495 0.40330 2.26632 -0.201
C -5.80351 1.29715 1.87560 -1.209
C -5.43405 0.99281 0.46380 0.457
O -6.50604 1.40759 -0.39393 -0.501
C -6.27474 1.37188 -1.78648 -0.542
H -9.89627 -1.82806 5.23933 0.369
H -9.56496 -3.07631 4.05457 0.206
H -10.63132 -1.69996 3.57665 0.321
H -8.75989 0.36624 5.01432 0.412
H -9.48614 0.52605 3.30064 0.394
H -6.82139 0.22930 4.35548 0.128
H -7.48795 1.80223 3.87385 0.485
H -6.68746 -0.58109 2.35589 0.134
H -4.95106 1.39489 2.54783 0.163
H -6.16071 2.31252 2.04745 0.880
H -5.39127 -0.07509 0.24964 -0.171
H -4.46292 1.38724 0.16475 0.122
H -7.23907 1.59009 -2.24533 0.346
H -6.01549 0.32226 -1.92499 0.427
H -5.42525 1.98290 -2.09167 -0.013
C -0.69460 2.64664 -6.09622 0.160
O -0.65214 3.49086 -4.93647 0.300
C -0.90905 4.85297 -5.19083 -0.777
C -1.18845 5.50985 -3.78198 -0.001
N 0.07785 5.98060 -3.19324 -0.344
C 0.06927 6.42292 -1.80203 -0.153
C 1.21149 7.14693 -1.15333 -0.657
O 0.83307 7.77822 0.07931 -0.495
C 1.11676 7.04599 1.24835 -0.236
H -1.71051 2.37953 -6.38722 -0.206
H -0.27174 1.69565 -5.77233 -0.277
H -0.02729 2.98474 -6.88898 0.316
H -1.86781 4.92560 -5.70426 0.114
H -0.15467 5.27586 -5.85429 0.384
H -1.67484 4.81251 -3.09989 -0.070
H -1.76746 6.41056 -3.98587 0.451
H 0.80420 5.29336 -3.33544 0.222
H -0.23436 5.64707 -1.09920 -0.021
H -0.80588 7.06668 -1.71388 0.393
H 1.62998 7.86466 -1.85890 0.377
H 2.02081 6.43672 -0.98394 0.137
H 0.23797 7.19674 1.87535 0.220
H 1.89191 7.62770 1.74721 0.246
H 1.36678 5.98919 1.15483 0.091
C -4.89371 -2.22819 -7.34390 -0.466
O -5.08436 -0.79771 -7.25331 -0.442
C -4.86554 -0.18192 -5.93582 -0.534
C -5.47194 1.18580 -5.95324 -0.491
N -4.56280 2.19809 -6.41958 0.219
C -5.06838 3.43947 -7.07278 -1.410
C -5.91395 4.36059 -6.19700 -0.133
O -5.16483 5.49542 -5.84058 -0.328
C -6.01515 6.51260 -5.34414 -0.986
H -4.94660 -2.44194 -8.41142 0.330
H -5.70335 -2.74500 -6.82865 0.284
H -3.90218 -2.54929 -7.02474 0.037
H -3.79520 -0.20059 -5.73056 0.176
H -5.26538 -0.81855 -5.14656 0.439
H -5.88618 1.37620 -4.96315 0.088
H -6.39598 1.14804 -6.53015 0.337
H -3.95291 1.78981 -7.11344 0.219
H -5.35294 3.20152 -8.09772 0.500
H -4.15542 3.97608 -7.33098 0.454
H -6.25545 3.86573 -5.28782 0.442
H -6.62684 4.68772 -6.95389 0.301
H -5.56445 7.13977 -4.57497 0.263
H -6.90937 6.04920 -4.92732 0.418
H -6.49474 7.22065 -6.01999 0.419
C -3.56394 -5.99974 -7.58596 -0.726
O -4.17724 -5.22365 -6.47590 -0.128
C -4.55888 -5.96817 -5.34719 -1.040
C -3.36231 -6.22929 -4.42436 -0.653
N -2.63550 -4.93881 -4.33098 0.453
C -3.28437 -3.79898 -3.68476 -0.620
C -2.30431 -2.69206 -3.25869 -0.036
O -2.82916 -1.68057 -2.45038 0.080
C -3.20685 -2.18137 -1.15556 -0.276
H -2.52225 -6.26954 -7.41218 0.120
H -3.45791 -5.22206 -8.34231 0.289
H -3.95921 -6.88606 -8.08225 0.395
H -5.14705 -6.84914 -5.60418 0.503
H -5.36642 -5.42989 -4.85096 0.279
H -2.67920 -7.03824 -4.68335 0.426
H -3.67454 -6.58131 -3.44116 0.364
H -2.65778 -4.54775 -5.26193 -0.166
H -3.63435 -4.28628 -2.77473 0.693
H -4.07394 -3.41952 -4.33336 -0.187
H -1.87490 -2.12313 -4.08332 0.038
H -1.48670 -3.14105 -2.69476 -0.211
H -3.79517 -1.36631 -0.73409 -0.488
H -2.40751 -2.49228 -0.48289 0.227
H -3.86342 -3.05143 -1.16067 0.657
C 1.10870 -7.19304 6.41631 -1.055
O 0.89389 -6.47770 5.19944 0.066
C 1.15470 -7.18180 4.03972 -1.324
C 1.28368 -6.33395 2.78166 0.000
N 2.50175 -5.49381 2.64720 -0.118
C 2.60022 -5.05633 1.23621 -0.253
C 3.67788 -3.89868 1.16491 -0.236
O 3.56170 -2.85269 2.14299 0.737
C 4.48393 -1.80624 1.88130 -0.496
H 0.49030 -8.08746 6.49174 0.376
H 0.81693 -6.63115 7.30358 0.237
H 2.13064 -7.46187 6.68368 0.373
H 0.26629 -7.81305 4.02060 0.457
H 2.09924 -7.72463 4.07546 0.357
H 0.39375 -5.70701 2.72611 -0.002
H 1.26165 -7.04014 1.95166 0.464
H 2.51860 -4.65377 3.20769 -0.181
H 1.57081 -4.95992 0.89107 -0.349
H 2.97667 -5.94215 0.72463 0.539
H 3.63002 -3.46636 0.16545 -0.569
H 4.63073 -4.42556 1.21569 1.099
H 4.29588 -0.97868 2.56531 -0.725
H 4.41711 -1.35418 0.89172 0.114
H 5.52179 -2.03363 2.12471 0.525
C 8.55149 4.58616 -3.72782 -0.627
O 7.40343 4.76525 -4.46502 -0.407
C 6.20426 5.08516 -3.77777 -0.004
C 4.95046 4.73715 -4.68144 -0.932
N 4.43494 3.29053 -4.60476 0.040
C 3.25585 2.95075 -5.33331 0.027
C 3.48223 2.81832 -6.92222 -0.824
O 4.20751 1.59450 -7.06274 -0.219
C 4.51904 1.47713 -8.41454 -0.914
H 8.66796 5.39058 -3.00157 0.346
H 9.51824 4.58117 -4.23128 0.295
H 8.68993 3.62596 -3.23089 0.164
H 6.14076 6.17024 -3.69610 0.404
H 6.16643 4.62758 -2.78919 -0.147
H 5.25149 5.01212 -5.69232 0.415
H 4.16766 5.45896 -4.44839 0.439
H 5.16318 2.64857 -4.88341 0.254
H 2.51039 3.69676 -5.05790 0.046
H 2.95690 2.01611 -4.85878 -0.271
H 4.07250 3.68057 -7.23239 0.366
H 2.56767 2.99328 -7.48884 0.528
H 5.13316 2.33279 -8.69528 0.302
H 3.57146 1.44529 -8.95229 0.352
H 4.86705 0.44618 -8.47876 0.255
C -0.84258 -3.36881 6.47557 -0.546
O 0.41907 -4.00318 6.63666 -0.411
C 1.53110 -3.26095 6.15955 0.077
C 2.79010 -3.71644 7.04920 -1.016
N 4.13808 -3.45953 6.54829 -0.217
C 4.33360 -3.82650 5.14181 0.090
C 5.79656 -3.89647 4.63494 0.585
O 6.61591 -4.54963 5.56471 -0.441
C 7.85985 -4.00797 5.72295 -0.585
H -1.55397 -4.06650 6.91744 0.319
H -1.01066 -3.16727 5.41763 0.111
H -0.83346 -2.49697 7.12973 0.342
H 1.39487 -2.21153 5.89826 0.579
H 1.62835 -3.66330 5.15121 -0.207
H 2.81444 -4.79818 6.91754 0.448
H 2.67541 -3.51305 8.11389 0.272
H 4.80126 -3.93166 7.14610 0.334
H 3.78484 -3.15797 4.47847 -0.503
H 3.98009 -4.84793 5.00102 0.741
H 6.15092 -2.87904 4.46947 -0.885
H 5.99738 -4.38148 3.67967 0.572
H 8.36759 -4.05552 4.75960 0.388
H 8.43854 -4.62560 6.40979 0.309
H 7.98842 -3.03867 6.20465 -0.065
C 7.79417 -0.15038 3.21596 0.710
O 6.89568 0.41007 2.69188 -0.335
N 7.89139 -0.89081 4.30120 0.013
N 8.87657 -0.29138 2.49047 -0.527
H 8.74603 -1.39516 4.48911 0.203
H 7.07669 -0.96776 4.89318 -0.571
H 8.87272 0.17346 1.59381 0.147
H 9.54355 -1.03555 2.63694 0.168
C -0.43020 -6.17835 -0.95708 0.497
O -0.66142 -6.22879 0.26692 -0.580
N 0.48482 -5.46086 -1.56198 0.692
N -1.28801 -6.75191 -1.80685 -0.431
H 0.63099 -5.43739 -2.56107 0.518
H 0.91855 -4.80369 -0.92944 -0.476
H -2.10429 -7.11042 -1.33223 0.407
H -1.29242 -6.34183 -2.72984 -0.050
C 7.16567 1.49708 -0.54538 0.342
O 7.60802 0.37942 -0.47192 -0.932
N 6.60147 2.07842 0.48268 0.196
N 7.15959 2.23142 -1.59732 -0.028
H 6.65377 1.52226 1.32414 0.036
H 6.61560 3.08681 0.42758 0.238
H 6.81638 3.16449 -1.41932 -0.088
H 7.44268 1.97845 -2.53325 0.345
C 4.87961 -5.26245 -1.68520 0.317
O 5.91264 -4.72998 -1.23103 -0.727
N 3.78190 -4.61398 -2.01137 0.428
N 4.66111 -6.48674 -1.83786 -0.287
H 3.81751 -3.66517 -1.66700 -0.496
H 3.45225 -4.92646 -2.91347 0.366
H 3.73980 -6.64938 -2.21844 0.127
H 5.27204 -7.19580 -1.45825 0.269
C 3.05171 3.38329 -0.96608 1.236
O 4.07468 4.07026 -0.80166 -1.074
N 2.84973 2.74517 -2.06687 2.023
N 2.16250 3.12530 -0.07729 0.838
H 3.49207 3.00172 -2.80286 -0.835
H 2.18246 1.98755 -2.09627 -0.749
H 2.31725 3.56093 0.82070 -0.601
H 1.50430 2.38335 -0.26804 -0.611
C -3.98774 -5.99089 1.11004 0.327
O -4.07765 -6.78791 0.19380 -0.767
N -3.01172 -5.14450 1.22707 0.205
N -4.73797 -5.97053 2.11348 -0.227
H -2.21108 -5.35683 0.64915 -0.137
H -2.93717 -4.72480 2.14271 0.080
H -5.58837 -6.50269 2.23068 0.308
H -4.69205 -5.19079 2.75380 0.246
C 4.08330 4.63259 2.94808 0.589
O 3.21076 5.37968 2.52005 -0.679
N 4.83896 3.97472 2.06463 0.034
N 4.38581 4.37020 4.15381 -0.053
H 4.62971 4.22708 1.10931 -0.067
H 5.42535 3.19576 2.32822 0.175
H 4.95280 3.59622 4.46938 0.249
H 3.69312 4.79305 4.75504 0.190
C 4.65830 -1.06475 -2.29845 0.274
O 3.81205 -1.89698 -2.38799 -0.493
N 4.52334 0.18076 -2.68822 0.521
N 5.91201 -1.38815 -1.94152 -0.226
H 3.67200 0.38399 -3.19222 -0.558
H 5.35011 0.73810 -2.84920 -0.086
H 6.03517 -2.34400 -1.63941 0.281
H 6.45882 -0.81630 -1.31375 0.159
C -2.68046 4.80416 1.03220 0.718
O -3.33216 5.62821 1.73381 -0.841
N -3.14734 4.04120 0.03113 0.722
N -1.47131 4.43204 1.28981 0.643
H -2.42064 3.54014 -0.45973 -0.519
H -3.94258 4.46915 -0.42114 -0.167
H -0.96392 4.69189 2.12356 -0.072
H -1.26351 3.50437 0.94873 -0.349